Here is C33H25BrIN8OTc as an isolated structure at a distorted geometry from the OMol25 dataset. Energies are from ωB97M-V/def2-TZVPD.

```
70
Properties=species:S:1:pos:R:3:forces:R:3:mulliken_charge:R:1
Tc -0.26063 0.39330 -0.36672 -0.880 0.605 -0.785 0.171
C 1.73466 -4.79380 -1.11784 -0.264 0.437 0.164 -1.255
N 1.33460 -3.48202 -0.58259 0.430 -0.383 0.374 0.649
C 0.84368 -2.40664 -1.18153 -0.390 0.643 0.226 -0.373
N 0.62793 -1.45735 -0.25795 0.638 -0.883 -0.229 0.111
C 1.03334 -2.04898 0.91787 -0.189 0.243 -0.391 -0.656
N 1.47129 -3.25814 0.74625 0.164 -0.480 -0.050 -0.740
C 3.06382 -4.77713 -1.84114 0.035 0.367 0.418 0.680
C 3.37897 -5.84068 -2.71782 0.147 -0.082 -0.051 -0.574
C 4.62150 -5.94452 -3.33635 0.426 0.153 -0.122 -0.869
C 5.58199 -4.97710 -3.11630 -0.027 -0.653 -0.440 -0.803
C 5.27246 -3.89504 -2.25406 0.984 1.109 0.249 -0.067
C 4.01142 -3.81987 -1.60460 -0.634 -0.105 0.179 0.080
C 6.19965 -2.86348 -2.06452 -1.831 -0.639 0.457 0.880
N 7.44483 -2.70830 -2.61470 1.477 1.049 -0.186 -0.230
N 7.91075 -1.57201 -2.23596 0.458 -1.424 -1.028 -0.233
C 6.97675 -0.97508 -1.43102 -1.047 1.263 1.106 0.956
O 5.90650 -1.78956 -1.30201 0.002 0.003 0.038 -0.198
C 6.99471 0.29217 -0.83661 0.006 -1.346 -0.612 -0.182
C 8.08027 1.18028 -1.05253 0.455 0.560 -0.024 -0.840
C 8.02100 2.44266 -0.50147 0.234 -0.263 -0.263 -0.943
C 6.91091 2.82378 0.25268 0.161 0.021 -0.031 -0.492
C 5.83477 1.94465 0.49683 -0.289 -0.521 0.054 0.923
C 4.69189 2.35233 1.40327 -0.513 0.039 -0.039 -1.308
N 3.36199 2.20676 0.78355 0.410 0.274 -0.096 0.903
C 2.59309 1.13821 0.67901 -0.677 -0.025 0.078 -0.504
N 1.44011 1.48609 0.09225 0.851 -0.024 -0.101 0.012
C 1.60134 2.82952 -0.16908 -0.007 -0.270 0.160 -0.613
N 2.75165 3.28140 0.23353 0.232 0.156 0.044 -0.821
C 5.88851 0.68637 -0.03991 -0.404 0.384 0.381 0.234
H 0.92654 -5.17629 -1.74104 0.081 0.000 -0.094 0.600
H 1.79997 -5.42954 -0.23339 0.009 -0.109 -0.066 0.323
H 0.62232 -2.33504 -2.23514 -0.009 0.067 0.019 0.544
H 0.95582 -1.58320 1.88897 0.041 -0.011 0.003 0.538
H 2.63930 -6.61112 -2.90606 -0.036 -0.023 -0.008 0.534
H 4.82855 -6.77968 -3.99117 0.021 -0.009 -0.014 0.479
H 6.55119 -5.02699 -3.59569 0.031 -0.028 -0.018 0.590
H 3.82050 -3.00638 -0.91741 -0.043 -0.025 -0.001 0.757
H 8.92634 0.86562 -1.64997 0.042 0.006 -0.007 0.596
H 8.83159 3.14198 -0.65333 0.022 0.002 -0.013 0.477
H 6.88706 3.82144 0.67645 -0.009 0.040 0.008 0.495
H 4.76158 3.39814 1.69373 0.051 -0.004 -0.006 0.458
H 4.68301 1.75328 2.31520 0.132 0.009 -0.008 0.352
H 2.83758 0.17170 1.08620 -0.023 -0.052 -0.036 0.593
H 0.85150 3.45000 -0.63552 0.021 -0.043 -0.027 0.483
H 5.10402 -0.03390 0.14822 -0.025 0.034 0.001 0.584
Br -4.53319 3.37574 -0.33636 0.003 0.049 -0.030 -0.134
C -5.28438 2.13682 0.84518 -0.235 -0.122 0.160 -0.025
C -6.62892 2.22698 1.20116 0.028 -0.005 -0.046 -0.232
C -7.19123 1.30021 2.06689 0.019 -0.002 0.014 -0.640
C -6.43800 0.26393 2.60321 0.009 -0.038 -0.012 -0.494
C -5.09166 0.13672 2.28069 -0.213 0.153 -0.027 -0.628
C -4.59249 1.08967 1.42075 0.438 -0.076 -0.265 0.662
I -2.46083 0.94537 1.03155 -0.252 0.036 0.385 0.426
H -7.22782 3.02752 0.78829 0.004 0.003 0.002 0.423
H -8.23742 1.39304 2.32494 0.007 -0.003 0.006 0.414
H -6.88717 -0.45445 3.27514 -0.013 0.014 0.003 0.408
H -4.48829 -0.66009 2.69027 0.006 0.032 -0.002 0.358
C -0.28142 0.53014 -2.06990 0.040 -0.220 1.285 0.229
C -0.40584 0.66100 -3.45231 -0.109 0.170 -0.724 1.223
C 0.66057 1.18025 -4.22389 -0.259 -0.145 0.137 -0.342
C 0.47506 1.36938 -5.57426 -0.118 -0.036 -0.078 -0.686
C -0.75434 1.05097 -6.15549 0.007 0.011 -0.062 -0.360
C -1.81033 0.53985 -5.40295 0.110 0.060 -0.123 -0.716
C -1.65015 0.34583 -4.04869 0.276 0.042 0.082 -0.384
H 1.59874 1.43715 -3.74928 -0.007 0.006 0.024 0.429
H 1.26950 1.77359 -6.18626 -0.004 0.006 0.004 0.435
H -0.89126 1.21388 -7.21730 -0.008 -0.008 0.019 0.435
H -2.75248 0.30883 -5.88044 -0.003 0.006 0.007 0.445
H -2.46306 -0.03030 -3.44160 0.013 0.007 0.025 0.453
```
Forces are in eV/Å.

Properties
E_HOMO in eV: -17.01
Charge: +4
Frontier orbital gap in Eh: 0.0628
LUMO energy in eV: -15.297
Energy above the lowest of the compared OMol25 structures with the same formula, charge and spin in kcal per mole: 27.5
Electronic energy in eV: -128892.0644
Multiplicity: 1

=====

Here is C33H26AsIrN7S2 as an isolated structure at a distorted geometry from the OMol25 dataset. Energies are from ωB97M-V/def2-TZVPD.

```
70
Properties=species:S:1:pos:R:3:forces:R:3:mulliken_charge:R:1
Ir 1.26488 0.22391 0.50865 -0.213 -0.266 -0.446 1.591
S 0.90680 -0.73586 2.62564 0.128 0.067 0.124 -0.370
C -0.72947 -1.38875 2.66363 0.114 -0.191 0.117 1.256
C -1.12139 -2.10996 3.79764 0.047 0.032 0.016 -0.783
C -2.36606 -2.70531 3.85196 -0.042 -0.024 0.005 -0.674
C -3.25354 -2.60774 2.78150 -0.008 -0.004 0.040 -0.834
C -2.88544 -1.88292 1.66549 0.030 0.133 0.072 -0.511
C -1.63696 -1.25956 1.62457 -0.167 -0.430 -0.373 -0.686
As -1.10996 -0.12699 0.18666 -0.703 1.439 1.034 1.222
C -1.82677 1.58662 0.77276 -0.170 -0.140 -0.238 -0.013
C -1.76368 2.66827 -0.10324 0.006 0.021 -0.004 -0.143
C -2.18684 3.92204 0.30440 -0.005 0.008 0.023 -0.844
C -2.67271 4.10214 1.59543 0.052 0.008 -0.024 -0.643
C -2.74727 3.02486 2.46142 -0.008 -0.061 0.006 -0.725
C -2.32759 1.76177 2.05101 -0.015 0.061 0.067 -0.585
C -2.28724 -0.52301 -1.28693 0.524 -0.366 -0.306 0.085
C -1.98233 -1.61776 -2.09701 -0.018 0.045 -0.002 -0.207
C -2.83893 -1.98784 -3.12143 0.023 0.006 0.004 -0.760
C -3.99908 -1.25831 -3.34282 -0.006 0.007 -0.014 -0.528
C -4.29807 -0.16653 -2.54173 -0.014 0.047 0.026 -0.743
C -3.44521 0.21261 -1.51159 -0.038 -0.179 -0.060 -0.320
H -0.43293 -2.20479 4.62839 -0.016 -0.006 -0.003 0.464
H -2.64810 -3.26296 4.73581 -0.002 0.003 -0.006 0.387
H -4.22285 -3.08498 2.82607 0.011 -0.012 0.008 0.417
H -3.57132 -1.78273 0.83229 0.026 0.013 -0.016 0.472
H -1.38885 2.53356 -1.11359 0.005 -0.003 -0.009 0.594
H -2.13948 4.76082 -0.37859 0.024 -0.014 0.014 0.415
H -2.97999 5.08553 1.92570 -0.029 -0.015 -0.017 0.400
H -3.13721 3.16093 3.46185 0.037 -0.003 0.000 0.419
H -2.38513 0.92738 2.73867 -0.002 0.007 0.010 0.313
H -1.07818 -2.19177 -1.92317 0.013 -0.018 0.025 0.387
H -2.60454 -2.84297 -3.74209 -0.003 0.012 0.002 0.429
H -4.67149 -1.54226 -4.14178 0.000 0.003 0.014 0.392
H -5.20498 0.39885 -2.71249 0.008 -0.009 -0.006 0.430
H -3.69740 1.05828 -0.89058 0.013 0.045 0.049 0.447
C 1.78967 2.49603 -3.20829 -0.077 0.102 0.302 -0.993
C 1.55494 2.17144 -1.85969 0.078 0.107 -0.251 -0.339
N 1.61724 0.92686 -1.43235 -0.055 0.072 0.056 0.189
C 1.92502 -0.06488 -2.30230 -0.053 -0.483 0.280 -0.240
C 2.18598 0.16729 -3.64413 0.037 0.207 -0.371 1.115
C 2.10307 1.50459 -4.09440 0.061 -0.278 -0.066 -0.852
C 2.51977 -0.94272 -4.49552 -0.023 0.059 0.050 -0.961
C 2.58305 -2.19746 -4.00250 -0.020 -0.014 0.063 -0.983
C 2.31119 -2.46041 -2.61489 0.069 -0.390 -0.068 1.203
C 2.37451 -3.74901 -2.03640 0.048 0.174 -0.304 -0.824
C 2.10247 -3.90230 -0.70807 -0.127 0.188 0.398 -1.041
C 1.75836 -2.77641 0.06775 0.001 -0.427 -0.103 -0.286
N 1.69511 -1.57243 -0.45773 -0.099 0.453 0.156 0.303
C 1.97241 -1.40648 -1.77733 0.057 0.532 -0.160 0.033
H 1.71900 3.52887 -3.51848 0.014 -0.011 0.008 0.497
H 1.31838 2.92264 -1.11702 -0.010 0.005 -0.012 0.491
H 2.29144 1.72998 -5.13681 0.001 -0.003 0.014 0.473
H 2.72292 -0.74985 -5.54105 -0.002 0.007 0.011 0.448
H 2.84011 -3.03048 -4.64431 -0.002 0.008 0.015 0.446
H 2.64223 -4.59902 -2.65222 -0.015 0.013 0.008 0.482
H 2.14005 -4.87245 -0.23275 -0.006 0.015 -0.006 0.475
H 1.51997 -2.84339 1.12331 0.025 -0.016 -0.008 0.644
N 1.03124 2.08977 1.30412 -0.144 -0.626 -0.330 0.185
C 1.11712 3.17450 1.72200 -0.040 -0.039 0.342 0.475
N 1.17928 4.38602 2.06823 -0.072 0.355 -0.367 -0.757
C 1.37454 4.84506 3.28957 0.098 -0.214 0.175 0.424
N 1.56742 5.29866 4.33601 -0.034 -0.023 -0.045 -0.553
N 3.67190 0.91968 3.43752 -0.086 0.037 0.050 -0.265
C 3.88837 0.09513 2.43464 -0.053 0.197 -0.101 0.492
N 4.36476 -1.11905 2.65925 -0.035 -0.004 -0.035 -0.307
S 3.57659 0.63907 0.80519 0.850 -0.220 0.141 -0.513
H 3.72185 0.62834 4.40199 0.030 0.031 0.009 0.218
H 3.28103 1.82740 3.23501 -0.048 -0.020 0.026 0.149
H 4.47423 -1.49250 3.58916 0.060 0.012 -0.005 0.210
H 4.53410 -1.71708 1.86996 -0.028 -0.022 0.001 0.213
```
Forces are in eV/Å.

Properties
E_HOMO in eV: -10.15
Charge: +1
Frontier orbital gap in Eh: 0.2413
LUMO energy in eV: -3.589
Energy above the lowest of the compared OMol25 structures with the same formula, charge and spin in kcal per mole: 0.0
Electronic energy in eV: -130419.9491
Multiplicity: 1

=====

The highest LUMO energy belongs to which entry? C33H26AsIrN7S2